[1]
Below is 2 unconnected molecules or ions with the total composition C10H13O3, with properties calculated with the ωB97M-V functional and the def2-TZVPD basis.

Each line ends with the natural charge from an NBO analysis.
Positions of all 26 atoms, in Å:
C: -0.804 -2.108 -1.063  -0.51
C: -0.235 -3.545 -1.282  -0.61
C: -1.480 -2.141 0.336  0.78
O: -2.702 -2.374 0.293  -0.75
O: -0.709 -2.090 1.328  -0.84
H: 0.047 -1.469 -1.109  0.19
H: -1.536 -1.873 -1.809  0.19
H: 0.278 -3.738 -0.337  0.21
H: 0.503 -3.547 -2.014  0.18
H: -1.039 -4.290 -1.358  0.20
C: 2.128 3.096 -2.019  -0.63
C: 1.002 0.287 0.347  -0.29
C: 1.566 0.950 -0.722  -0.20
C: 0.076 0.980 1.147  0.34
C: 1.452 2.332 -0.894  -0.08
C: 0.000 2.370 1.033  -0.28
C: 0.668 3.042 0.021  -0.21
O: -0.738 0.399 2.040  -0.70
H: 1.151 -0.744 0.662  0.25
H: 2.023 0.486 -1.573  0.20
H: -0.754 -0.567 2.044  0.53
H: -0.784 2.882 1.603  0.21
H: 2.362 2.452 -2.875  0.20
H: 3.133 3.360 -1.674  0.21
H: 0.641 4.128 -0.035  0.19
H: 1.446 3.857 -2.415  0.21

LUMO ... 3.2083 eV
Energy relative to the best compared isomer or geometry (same formula, charge and spin) ... 18.96 kcal per mole
HOMO-LUMO gap ... 7.795 eV
Charge ... -1

[2]
Below is a molecular structure, C10H13O3, with properties calculated with the ωB97M-V functional and the def2-TZVPD basis.

Each line ends with the natural charge from an NBO analysis.
Positions of all 26 atoms, in Å:
C: -2.480 -0.307 -0.091  -0.54
C: -2.203 -1.700 -0.629  -0.62
C: -2.603 -0.154 1.349  0.78
O: -3.267 0.737 1.847  -0.68
O: -1.942 -1.009 2.038  -0.81
H: -1.623 0.353 -0.426  0.25
H: -3.524 0.218 -0.430  0.21
H: -1.462 -2.254 0.029  0.24
H: -1.673 -1.898 -1.624  0.20
H: -3.169 -2.446 -0.778  0.18
C: 2.466 1.343 -2.166  -0.61
C: 1.989 -0.729 0.916  -0.29
C: 2.383 -0.284 -0.322  -0.22
C: 0.877 -0.090 1.573  0.38
C: 1.836 0.823 -0.905  -0.09
C: 0.385 1.071 0.959  -0.32
C: 0.783 1.539 -0.260  -0.19
O: 0.429 -0.592 2.638  -0.76
H: 2.505 -1.593 1.437  0.20
H: 3.349 -0.599 -0.853  0.18
H: -0.797 -0.889 2.515  0.53
H: -0.269 1.688 1.480  0.21
H: 2.584 0.549 -2.917  0.20
H: 3.267 1.912 -2.014  0.19
H: 0.380 2.266 -0.731  0.18
H: 1.780 2.045 -2.633  0.19

LUMO ... 3.3954 eV
Energy relative to the best compared isomer or geometry (same formula, charge and spin) ... 58.04 kcal per mole
HOMO-LUMO gap ... 7.449 eV
Charge ... -1

[3]
Below is a molecular structure, C10H14BBrHgN6, with properties calculated with the ωB97M-V functional and the def2-TZVPD basis.

Each line ends with the natural charge from an NBO analysis.
Positions of all 33 atoms, in Å:
H: -0.871 -3.473 1.237  0.24
N: -0.024 -1.797 0.285  -0.45
B: 1.204 -0.227 -1.301  0.56
N: 0.886 -1.614 -0.721  -0.31
C: 1.350 -2.816 -1.087  0.02
Hg: -1.276 -0.540 1.346  1.51
H: 2.082 -2.904 -1.852  0.23
C: 0.720 -3.785 -0.346  -0.35
H: 0.886 -4.834 -0.441  0.23
C: -0.181 -3.106 0.489  0.00
H: 1.967 -0.215 -2.227  -0.03
C: -2.005 1.501 2.551  -0.92
H: -2.903 1.662 3.236  0.28
H: -2.464 1.871 1.559  0.28
H: -1.072 2.113 2.617  0.25
N: 1.775 0.649 -0.116  -0.33
N: -0.186 0.395 -1.666  -0.32
N: 1.071 0.740 1.061  -0.37
N: -1.201 0.377 -0.757  -0.43
C: 2.931 1.358 -0.007  -0.02
C: -0.632 0.953 -2.806  -0.01
H: 3.711 1.382 -0.769  0.22
H: -0.012 1.013 -3.673  0.22
C: 2.939 1.940 1.259  -0.36
C: -1.951 1.269 -2.640  -0.35
C: 1.722 1.555 1.888  -0.05
C: -2.294 0.875 -1.338  -0.03
H: 3.724 2.538 1.662  0.22
H: -2.591 1.678 -3.397  0.23
H: 1.338 1.800 2.903  0.21
H: -3.227 0.964 -0.809  0.23
H: -1.697 0.460 2.860  0.16
Br: -3.716 -1.782 1.003  -0.75

LUMO ... -0.3397 eV
HOMO-LUMO gap ... 8.584 eV
Charge ... 0

[4]
Below is a single C10H14BN molecule, with properties calculated with the ωB97M-V functional and the def2-TZVPD basis.

Each line ends with the natural charge from an NBO analysis.
Positions of all 26 atoms, in Å:
B: -0.226 -0.631 -0.666  0.81
C: -4.343 0.496 0.134  -0.24
C: -3.650 1.016 -0.967  -0.20
C: -3.605 -0.339 1.010  -0.21
C: -2.327 0.648 -1.266  -0.20
C: -2.295 -0.676 0.759  -0.19
C: -1.620 -0.172 -0.364  -0.47
C: 3.500 1.517 0.455  -0.28
C: 3.101 0.143 0.678  -0.52
C: 1.592 0.018 0.655  -0.20
C: 2.033 -1.521 -1.306  -0.41
N: 1.083 -0.711 -0.530  -0.73
H: -5.262 0.858 0.526  0.21
H: -4.205 1.723 -1.411  0.20
H: -4.071 -0.581 1.953  0.20
H: -1.651 0.972 -1.975  0.21
H: -1.748 -1.355 1.577  0.20
H: 4.234 1.662 -0.261  0.16
H: 3.499 2.315 1.172  0.17
H: 3.494 -0.583 0.015  0.23
H: 3.406 0.019 1.782  0.23
H: 1.198 -0.620 1.548  0.19
H: 1.168 1.024 0.738  0.22
H: 2.776 -0.924 -1.943  0.21
H: 2.508 -2.076 -0.435  0.19
H: 1.410 -2.221 -1.875  0.23

LUMO (spin up / spin down) ... 0.3289 / -0.0035 eV
Energy relative to the best compared isomer or geometry (same formula, charge and spin) ... 119.92 kcal per mole
HOMO-LUMO gap (spin up / spin down) ... 8.717 / 5.445 eV
Charge ... 0